ORCA calculation (ωB97M-V/def2-TZVPD) on 12 unconnected molecules or ions with the total composition C27H83N5O12 in a non-equilibrium geometry.

```
127
Properties=species:S:1:pos:R:3:lowdin_charge:R:1
C -3.47 0.90 -4.08 -0.0613
O -2.76 -0.21 -3.46 -0.2133
C -3.61 -1.23 -3.08 -0.2484
C -2.85 -2.54 -3.19 -0.4434
C -2.66 -3.04 -4.58 -0.0781
N -3.61 -3.55 -2.38 0.0405
H -3.60 1.67 -3.33 0.0513
H -4.44 0.59 -4.55 0.1017
H -2.77 1.17 -4.87 0.0858
H -3.94 -1.13 -2.02 0.1268
H -4.50 -1.33 -3.78 0.1440
H -1.85 -2.36 -2.81 0.1128
H -1.78 -3.69 -4.69 0.0783
H -2.31 -2.27 -5.31 0.0864
H -3.54 -3.54 -4.96 0.0756
H -3.16 -4.45 -2.33 0.0574
H -3.67 -3.26 -1.39 0.0456
C -3.99 -5.58 3.90 -0.0984
O -4.85 -4.81 3.05 -0.2171
C -4.48 -3.43 3.01 -0.2205
C -5.55 -2.70 2.18 -0.4058
C -6.89 -2.99 2.79 -0.0828
N -5.39 -3.17 0.73 0.0297
H -2.97 -5.84 3.51 0.0963
H -4.49 -6.53 4.11 0.0804
H -3.89 -5.11 4.87 0.0773
H -4.42 -3.08 4.03 0.1084
H -3.54 -3.24 2.45 0.1287
H -5.34 -1.60 2.27 0.1408
H -7.73 -2.49 2.26 0.0873
H -6.99 -2.53 3.79 0.0910
H -7.01 -4.04 2.72 0.0559
H -6.31 -3.43 0.43 0.0351
H -5.02 -4.22 0.78 0.1136
C 6.31 3.98 -0.98 -0.1348
O 5.03 4.01 -0.45 -0.1922
C 4.91 3.12 0.65 -0.2055
C 3.58 3.45 1.29 -0.4820
C 3.53 4.77 1.93 -0.0600
N 3.23 2.45 2.25 0.0566
H 7.11 4.19 -0.30 0.0774
H 6.26 4.78 -1.80 0.1114
H 6.42 3.03 -1.53 0.0827
H 4.85 2.14 0.29 0.0835
H 5.78 3.18 1.38 0.1525
H 2.88 3.38 0.43 0.1447
H 2.45 5.11 2.02 0.1038
H 3.94 5.48 1.18 0.0866
H 4.04 4.74 2.90 0.0901
H 3.92 2.43 2.97 0.0677
H 3.24 1.48 1.87 0.0610
C 4.00 1.00 -2.18 -0.0467
O 3.03 0.88 -1.09 -0.2273
C 1.73 1.30 -1.48 -0.1953
C 0.68 0.38 -0.78 -0.3840
C 0.85 -1.14 -1.11 -0.0393
N -0.66 0.80 -1.10 0.0753
H 3.80 0.20 -2.88 0.0768
H 4.98 0.96 -1.71 0.0798
H 3.81 1.91 -2.74 0.0859
H 1.54 2.35 -1.18 0.1174
H 1.63 1.28 -2.56 0.1132
H 0.93 0.58 0.34 0.1472
H 0.08 -1.77 -0.63 0.0807
H 1.85 -1.47 -0.91 0.0442
H 0.63 -1.35 -2.15 0.0687
H -1.32 0.69 -0.34 0.0635
H -1.00 0.31 -1.93 0.0728
C 0.72 -3.69 2.86 -0.0632
O 1.82 -2.79 3.09 -0.2131
C 2.94 -2.99 2.32 -0.2678
C 3.84 -1.78 2.30 -0.3969
C 4.34 -1.43 3.65 -0.0898
N 3.15 -0.58 1.70 0.0712
H 1.13 -4.63 3.36 0.1086
H 0.50 -3.84 1.77 0.0958
H -0.16 -3.24 3.42 0.0817
H 3.53 -3.82 2.70 0.1223
H 2.64 -3.31 1.35 0.1082
H 4.71 -2.19 1.70 0.1614
H 3.73 -1.41 4.58 0.0854
H 4.73 -0.44 3.62 0.0538
H 5.24 -2.08 3.89 0.1002
H 2.24 -0.50 2.14 0.0668
H 3.00 -0.70 0.70 0.0453
C 2.80 -0.34 -6.60 -0.1338
O 3.05 0.92 -7.25 -0.1424
H 1.98 -0.27 -5.89 0.0672
H 2.63 -1.05 -7.40 0.0766
H 3.72 -0.67 -6.13 0.0713
H 3.11 1.61 -6.58 0.0443
C 1.64 1.39 4.87 -0.1617
O 0.93 1.79 3.78 -0.1409
H 2.37 2.21 5.14 0.0982
H 0.86 1.20 5.62 0.0915
H 2.26 0.52 4.66 0.0583
H 1.46 2.28 3.18 0.0227
C -4.02 2.42 -0.67 -0.1537
O -3.03 3.02 0.15 -0.1498
H -4.24 3.08 -1.51 0.0692
H -3.60 1.46 -1.05 0.0576
H -5.00 2.22 -0.09 0.1068
H -2.37 3.54 -0.30 0.0323
C -1.73 1.23 2.30 -0.1199
O -0.68 0.25 2.30 -0.1412
H -2.51 1.16 3.02 0.0752
H -1.29 2.23 2.29 0.0893
H -2.20 1.09 1.34 0.0364
H 0.07 0.59 2.76 -0.0002
C -1.10 3.88 -2.93 -0.1434
O -0.95 3.69 -1.55 -0.1562
H -1.36 2.91 -3.43 0.0834
H -2.06 4.44 -3.03 0.0851
H -0.31 4.44 -3.38 0.0568
H -0.74 2.77 -1.36 0.0180
C 1.69 3.88 -5.64 -0.1183
O 1.14 2.53 -5.52 -0.1677
H 2.49 3.94 -6.29 0.0421
H 0.89 4.58 -5.86 0.0752
H 2.09 4.15 -4.65 0.0826
H 0.93 2.20 -6.44 0.0962
C -1.16 -2.00 5.57 -0.1479
O -2.02 -1.77 4.46 -0.1535
H -1.38 -1.18 6.24 0.0732
H -1.45 -3.00 5.98 0.0925
H -0.14 -2.12 5.28 0.0527
H -1.53 -1.37 3.72 0.0482
```

## Properties
structure (SMILES): COC[C@H](C)N.COC[C@H](C)N.COC[C@H](C)N.COC[C@H](C)N.COC[C@H](C)N.CO.CO.CO.CO.CO.CO.CO
energy above the lowest of the compared OMol25 structures with the same formula, charge and spin: 2.651 eV
highest occupied orbital energy: -9.16 eV
multiplicity: 1
E_tot: -2254.8743 Ha